No. 1
{"formula": "C19H49CuN4O8", "method": "the ωB97M-V functional and the def2-TZVPD basis", "symbols": ["Cu", "O", "C", "O", "O", "H", "C", "O", "C", "C", "N", "C", "C", "O", "C", "H", "H", "H", "H", "H", "H", "H", "H", "H", "H", "H", "H", "H", "H", "H", "C", "C", "C", "O", "C", "N", "H", "H", "H", "H", "H", "H", "H", "H", "H", "H", "H", "C", "C", "C", "O", "C", "N", "H", "H", "H", "H", "H", "H", "H", "H", "H", "H", "H", "C", "C", "C", "O", "C", "N", "H", "H", "H", "H", "H", "H", "H", "H", "H", "H", "H"], "coordinates": [[2.031, -2.005, -1.088], [-0.361, 0.604, 0.536], [0.416, -0.245, -0.091], [0.600, -0.220, -1.340], [0.993, -1.178, 0.558], [-0.700, 1.213, -0.157], [-2.884, 3.135, -1.523], [-1.905, 2.630, -0.630], [-0.836, 3.538, -0.397], [-0.964, 4.317, 0.912], [-1.420, 5.684, 0.734], [-0.955, 6.685, 1.697], [0.558, 6.835, 1.727], [0.875, 7.535, 2.907], [2.243, 7.551, 3.219], [-3.309, 4.070, -1.147], [-3.719, 2.433, -1.507], [-2.510, 3.223, -2.544], [-0.684, 4.221, -1.245], [0.131, 3.020, -0.478], [-0.028, 4.239, 1.461], [-1.670, 3.705, 1.496], [-2.430, 5.706, 0.757], [-1.273, 6.458, 2.722], [-1.379, 7.637, 1.377], [0.957, 7.262, 0.805], [0.978, 5.834, 1.911], [2.573, 6.507, 3.341], [2.355, 8.097, 4.152], [2.923, 8.003, 2.486], [5.711, -0.203, 0.939], [4.365, -0.512, 0.278], [4.430, -0.011, -1.143], [3.142, -0.131, -1.758], [2.989, 0.782, -2.853], [4.090, -1.967, 0.229], [6.030, 0.828, 0.802], [6.460, -0.875, 0.510], [5.675, -0.418, 2.008], [3.565, 0.040, 0.774], [5.108, -0.641, -1.742], [4.831, 0.992, -1.290], [2.335, 0.361, -3.612], [3.939, 0.920, -3.377], [2.624, 1.713, -2.426], [4.978, -2.306, -0.151], [4.149, -2.308, 1.189], [-3.640, -4.681, -0.167], [-4.199, -3.564, 0.703], [-4.813, -2.433, -0.087], [-3.937, -1.638, -0.890], [-2.936, -0.957, -0.161], [-5.219, -4.077, 1.627], [-3.222, -4.250, -1.075], [-4.418, -5.400, -0.431], [-2.858, -5.237, 0.356], [-3.338, -3.199, 1.287], [-5.360, -1.756, 0.589], [-5.553, -2.782, -0.810], [-2.235, -1.563, 0.424], [-3.415, -0.210, 0.485], [-2.320, -0.432, -0.894], [-5.384, -3.428, 2.392], [-4.821, -4.871, 2.124], [0.410, -5.906, 0.430], [0.780, -4.761, -0.507], [-0.462, -4.013, -0.918], [-0.088, -2.854, -1.659], [-0.801, -2.763, -2.878], [1.761, -3.852, 0.140], [1.237, -6.617, 0.520], [-0.491, -6.431, 0.117], [0.294, -5.579, 1.468], [1.289, -5.138, -1.397], [-1.016, -3.599, -0.067], [-1.142, -4.731, -1.370], [-1.860, -3.014, -2.775], [-0.383, -3.405, -3.663], [-0.806, -1.755, -3.295], [1.383, -3.402, 0.971], [2.536, -4.458, 0.385]], "mulliken_spin": [0.6609, -0.0087, -0.0277, 0.0982, 0.2251, -0.0032, 0.0001, 0.0002, 0.0004, 0.0001, 0.0000, 0.0000, 0.0000, 0.0000, 0.0000, 0.0000, 0.0000, 0.0000, -0.0001, -0.0003, 0.0000, 0.0000, 0.0000, 0.0000, 0.0000, 0.0000, 0.0001, 0.0000, 0.0000, 0.0000, -0.0006, -0.0047, -0.0005, 0.0030, -0.0006, -0.0015, -0.0001, 0.0000, 0.0000, 0.0026, -0.0011, 0.0001, -0.0001, 0.0001, -0.0002, -0.0009, 0.0008, 0.0001, 0.0000, 0.0000, 0.0001, -0.0005, 0.0000, -0.0001, 0.0000, 0.0000, 0.0001, 0.0000, 0.0000, -0.0003, -0.0002, 0.0001, 0.0000, 0.0000, 0.0028, -0.0005, -0.0026, -0.0030, -0.0022, 0.0651, 0.0002, 0.0020, -0.0011, 0.0010, -0.0001, -0.0003, 0.0007, 0.0004, -0.0004, -0.0037, 0.0010], "e_above_lowest_kj_mol": 0.00, "spin_multiplicity": 2, "charge": 1}



No. 2
{"formula": "C19H49N8O2P2S", "method": "the ωB97M-V functional and the def2-TZVPD basis", "symbols": ["C", "C", "C", "C", "C", "N", "C", "C", "N", "S", "H", "H", "H", "H", "H", "H", "H", "H", "H", "H", "H", "H", "H", "O", "P", "N", "C", "C", "N", "C", "C", "N", "C", "C", "H", "H", "H", "H", "H", "H", "H", "H", "H", "H", "H", "H", "H", "H", "H", "H", "H", "H", "O", "P", "N", "C", "C", "N", "C", "C", "N", "C", "C", "H", "H", "H", "H", "H", "H", "H", "H", "H", "H", "H", "H", "H", "H", "H", "H", "H", "H"], "coordinates": [[-0.698, 1.512, -1.195], [-0.721, 3.055, -1.306], [-1.536, 3.584, -2.507], [-2.712, 4.520, -2.169], [-3.978, 3.844, -1.777], [-4.980, 3.524, -2.588], [-6.023, 2.935, -1.911], [-5.657, 2.909, -0.620], [-4.392, 3.468, -0.552], [-3.561, 3.678, 0.936], [0.320, 1.141, -1.304], [-1.140, 1.160, -0.266], [-1.262, 1.050, -2.012], [0.316, 3.353, -1.461], [-1.028, 3.518, -0.369], [-0.844, 4.201, -3.084], [-1.827, 2.765, -3.165], [-2.950, 5.110, -3.057], [-2.441, 5.221, -1.379], [-5.005, 3.694, -3.582], [-6.950, 2.582, -2.324], [-6.203, 2.554, 0.236], [-3.069, 2.440, 1.159], [-0.733, 0.974, 2.015], [-0.168, 1.199, 3.386], [1.410, 1.736, 2.974], [2.550, 1.746, 3.877], [1.461, 2.905, 2.101], [-0.146, -0.410, 3.971], [1.076, -1.048, 4.436], [-0.949, -1.375, 3.225], [-0.157, 1.862, 4.985], [-1.038, 1.217, 5.986], [-0.563, 3.293, 4.961], [2.474, 2.499, 4.672], [3.449, 1.971, 3.300], [2.728, 0.781, 4.334], [1.335, 3.850, 2.649], [0.684, 2.848, 1.339], [2.421, 2.949, 1.585], [1.813, -1.177, 3.635], [0.842, -2.033, 4.843], [1.524, -0.495, 5.261], [-0.451, -1.713, 2.311], [-1.915, -0.959, 2.952], [-1.140, -2.247, 3.854], [-2.075, 1.138, 5.649], [-1.016, 1.810, 6.901], [-0.684, 0.227, 6.250], [-1.588, 3.425, 4.599], [0.103, 3.874, 4.322], [-0.496, 3.717, 5.960], [3.750, -3.174, -1.577], [2.589, -3.302, -2.494], [1.259, -3.252, -1.415], [-0.087, -3.691, -1.728], [1.215, -2.075, -0.554], [2.834, -4.895, -3.088], [1.812, -5.921, -3.001], [4.146, -5.479, -2.814], [1.734, -2.820, -3.918], [2.305, -3.245, -5.214], [1.632, -1.340, -3.981], [-0.609, -3.037, -2.441], [-0.675, -3.702, -0.807], [-0.118, -4.705, -2.109], [0.784, -1.197, -1.057], [2.214, -1.810, -0.211], [0.614, -2.273, 0.335], [1.571, -6.192, -1.965], [2.151, -6.822, -3.516], [0.901, -5.620, -3.521], [4.227, -5.858, -1.789], [4.940, -4.756, -2.972], [4.319, -6.309, -3.503], [3.357, -2.968, -5.325], [1.736, -2.771, -6.017], [2.213, -4.315, -5.359], [2.612, -0.859, -4.049], [1.123, -0.950, -3.098], [1.042, -1.043, -4.848]], "lowdin_charge": [-0.0955, -0.2429, -0.1743, -0.1000, -0.2517, 0.1540, -0.0225, -0.0683, -0.3648, 0.9228, 0.0631, 0.0353, 0.0664, 0.1048, 0.0588, 0.1147, 0.1104, 0.1289, 0.1225, 0.1881, 0.1382, 0.1324, -0.0985, -0.3174, 0.6615, -0.2910, -0.1216, -0.1326, -0.3249, -0.1280, -0.1273, -0.2700, -0.1151, -0.1202, 0.0841, 0.0867, 0.0486, 0.0696, 0.0512, 0.0859, 0.0906, 0.0850, 0.0714, 0.0658, 0.0685, 0.0848, 0.0871, 0.0841, 0.0715, 0.0790, 0.0603, 0.0853, -0.2850, 0.6372, -0.2884, -0.1300, -0.1288, -0.3290, -0.1419, -0.1329, -0.2770, -0.1204, -0.1275, 0.0799, 0.0821, 0.0450, 0.0506, 0.0772, 0.0623, 0.0881, 0.0816, 0.0682, 0.0862, 0.0706, 0.0802, 0.0898, 0.0795, 0.0704, 0.0876, 0.0504, 0.0788], "charge": 1}



Number 1: E_tot -3214.42819 Eh. Number 2: E_tot -2422.51255 Eh.